No. 1
A 3-piece molecular cluster, CH8N2O3 overall in a non-equilibrium geometry, computed with wB97M-V/def2-TZVPD.

Computed properties:
- Kohn-Sham gap (alpha / beta): 11.2761 / 5.5225 eV
- Multiplicity: 2
- Calculated total energy: -377.819616 Ha
- Total charge: +1

Geometry as XYZ:
```
14
Properties=species:S:1:pos:R:3:forces:R:3
N -0.241737 -1.221970 -1.005515 -0.23 0.68 0.14
C 0.995397 -0.634964 -0.700210 -0.04 -1.27 -0.71
N 2.030785 -0.926928 -1.513939 -0.81 0.51 -0.33
O 1.005872 -0.076837 0.388101 0.11 0.34 0.28
H -0.407266 -1.930119 -1.719829 0.33 -0.24 0.22
H -1.067848 -0.876703 -0.460457 -0.06 0.33 0.30
H 2.788030 -0.265208 -1.593329 0.28 -0.03 0.45
H 1.763204 -1.311018 -2.408789 0.20 -0.10 -0.09
H -2.471013 0.672104 1.085326 0.26 0.11 0.12
H -1.980449 1.147052 -0.295918 -0.20 0.30 0.25
O -2.212261 0.362201 0.209369 0.17 -0.70 -0.74
H -0.555970 2.510792 2.679930 -0.04 -0.02 0.04
H -0.114563 1.309955 1.828755 -0.01 0.06 0.13
O -0.883939 1.830536 2.082940 0.04 0.04 -0.06
```
Positions in Å, forces in eV/Å.

---

No. 2
One molecule with the formula CH8N2OSi in a non-equilibrium geometry, computed with wB97M-V/def2-TZVPD.

Computed properties:
- Kohn-Sham gap: 10.0496 eV
- SMILES string: CON[SiH2]N
- Calculated total energy: -517.100256 Ha
- Total charge: 0

Geometry as XYZ:
```
13
Properties=species:S:1:pos:R:3:forces:R:3
C -2.245230 -0.272585 0.015045 0.03 0.00 0.24
O -1.193731 0.439392 -0.598221 0.44 0.32 -0.13
N -0.232488 0.801727 0.388820 2.39 -0.28 -0.30
Si 1.606779 0.581426 -0.061937 -3.19 -0.57 0.31
N 1.787877 -1.107734 -0.264695 0.18 0.19 0.16
H -3.049213 -0.307006 -0.717479 -0.03 -0.06 -0.02
H -2.590080 0.247438 0.916977 -0.02 -0.07 -0.12
H -1.939143 -1.287969 0.287201 0.01 0.04 0.00
H -0.426759 1.763587 0.652555 -0.15 0.06 -0.01
H 2.006998 1.177700 -1.334150 0.19 0.22 -0.15
H 2.217990 1.186276 1.122016 0.15 0.23 0.12
H 2.470533 -1.482805 -0.900124 0.00 -0.05 -0.05
H 1.586463 -1.739450 0.493993 0.01 -0.02 -0.04
```
Positions in Å, forces in eV/Å.

---

No. 3
CH8N3 as an isolated structure, computed with wB97M-V/def2-TZVPD.

Computed properties:
- Kohn-Sham gap: 11.5085 eV
- Calculated total energy: -206.943408 Ha
- Total charge: +1

Geometry as XYZ:
```
12
Properties=species:S:1:pos:R:3:forces:R:3
N -0.676434 1.319558 -1.402224 0.15 -0.01 0.70
H -0.186730 2.186120 -1.215404 -0.06 0.26 -0.13
H -1.590572 1.357564 -0.962464 -0.16 0.17 -0.22
H -0.778497 1.203321 -2.403076 -0.04 -0.07 -0.08
H -0.035612 0.364805 -0.813022 0.31 -0.80 -0.47
N 0.142449 -0.508925 1.846621 -0.02 -0.10 0.07
C 0.583666 -1.203368 0.801069 -0.76 0.30 0.14
N 0.539993 -0.747638 -0.410456 0.70 0.32 0.51
H -0.021991 0.478364 1.809676 -0.13 0.19 -0.21
H -0.026456 -0.938050 2.734695 0.17 -0.25 0.19
H 0.904423 -2.215114 1.022623 0.23 -0.02 -0.05
H 1.145760 -1.296637 -1.008038 -0.40 0.01 -0.45
```
Positions in Å, forces in eV/Å.

---

No. 4
A 2-piece molecular cluster, CH8N3 overall in a non-equilibrium geometry, computed with wB97M-V/def2-TZVPD.

Computed properties:
- Kohn-Sham gap: 10.4403 eV
- Calculated total energy: -206.913381 Ha
- Total charge: +1

Geometry as XYZ:
```
12
Properties=species:S:1:pos:R:3:forces:R:3
N 1.906844 -0.569489 -0.255691 0.59 -1.80 0.18
H 2.285055 -0.706793 0.714788 -0.43 0.05 -1.22
H -0.087683 0.303189 -1.203421 0.08 1.53 0.52
H 2.653480 -0.052760 -0.731131 -0.30 -0.18 0.09
H 1.915203 -1.547911 -0.698745 0.11 1.86 0.91
N -1.034431 -0.490045 0.951683 -1.90 1.33 -2.23
C -1.567132 0.400928 0.099961 -0.17 2.11 0.87
N -0.797093 0.980776 -0.839039 -1.15 -0.43 -0.21
H -0.094795 -0.376115 1.159818 2.47 -0.21 -0.28
H -1.559723 -0.684906 1.746679 -1.37 -0.73 1.30
H -2.636037 0.798385 0.349670 2.01 -0.82 -0.79
H -0.983686 1.944737 -1.294571 0.05 -2.70 0.87
```
Positions in Å, forces in eV/Å.

---

No. 5
An isolated ion of composition CH8N3Si and charge +1 in a non-equilibrium geometry, computed with wB97M-V/def2-TZVPD.

Computed properties:
- Kohn-Sham gap: 10.5701 eV
- SMILES string: N/C=[NH+]\[SiH2]N
- Calculated total energy: -496.446957 Ha
- Total charge: +1

Geometry as XYZ:
```
13
Properties=species:S:1:pos:R:3:forces:R:3
N -1.497527 -0.653619 0.149285 0.03 -1.03 -0.61
C -1.414947 0.665971 -0.124880 -2.63 -2.02 0.97
N -0.284478 1.294426 -0.157281 0.70 1.03 0.57
Si 1.337121 0.527926 0.061527 0.80 -0.72 1.02
N 1.348990 -1.161176 -0.156019 -1.40 0.21 -1.61
H -2.360690 -1.180608 0.425482 0.84 1.42 -0.90
H -0.702632 -1.285234 -0.063103 -0.56 0.94 0.97
H -2.459753 1.031712 -0.283590 1.30 0.90 0.41
H -0.186098 2.327067 -0.002570 -1.02 -1.16 -0.90
H 1.963599 1.230497 -1.043401 0.52 0.32 0.13
H 1.705784 0.648910 1.548033 -0.08 0.39 -1.23
H 1.685700 -1.762305 0.545837 0.42 -0.70 0.92
H 0.864930 -1.683570 -0.899318 1.08 0.43 0.25
```
Positions in Å, forces in eV/Å.

---

No. 6
A 2-piece molecular cluster, CH8N4 overall in a non-equilibrium geometry, computed with wB97M-V/def2-TZVPD.

Computed properties:
- Kohn-Sham gap (alpha / beta): 8.0739 / 8.7049 eV
- Calculated total energy: -261.733328 Ha
- Total charge: 0

Geometry as XYZ:
```
13
Properties=species:S:1:pos:R:3:forces:R:3
C -1.076981 -0.931353 0.271795 -2.51 -0.80 -2.08
N 2.082890 0.041163 -0.092110 1.14 0.03 1.82
N -1.794944 1.222947 -0.116839 0.64 0.70 1.33
N 1.301124 1.152458 0.074426 1.65 0.28 1.72
N -1.161380 0.400267 0.745193 0.34 -0.21 -0.25
H -2.053913 -1.452999 0.566814 1.20 0.24 -0.41
H -0.992809 -1.053009 -0.885123 -0.30 0.51 1.43
H -0.262724 -1.504945 0.623291 0.91 -0.32 1.01
H 1.552395 -0.576246 -0.651830 0.01 -1.12 -0.59
H 2.690482 -0.439133 0.691307 -1.92 1.48 -1.83
H -1.416510 2.159182 0.207962 -1.30 -1.16 -1.96
H -2.020785 0.882138 -1.082755 0.81 1.02 1.07
H 1.703923 1.655919 0.923780 -0.66 -0.65 -1.26
```
Positions in Å, forces in eV/Å.

---

No. 7
An isolated ion of composition CH8N4 and charge +2 in a non-equilibrium geometry, computed with wB97M-V/def2-TZVPD.

Computed properties:
- Kohn-Sham gap (alpha / beta): 11.1037 / 8.7078 eV
- Multiplicity: 3
- Calculated total energy: -261.010141 Ha
- Total charge: +2

Geometry as XYZ:
```
13
Properties=species:S:1:pos:R:3:forces:R:3
C 0.029302 1.214525 -0.316883 -1.72 2.51 0.68
N 1.140784 0.500711 0.234974 2.59 -1.68 0.09
N -1.086321 0.486341 0.363940 1.09 -0.04 -4.32
N 1.093116 -0.836963 -0.052907 4.34 -0.14 -1.70
N -1.141353 -0.784349 0.002646 -4.48 -1.49 0.48
H -0.083115 2.360159 -0.168992 0.78 -1.89 0.94
H -0.124431 1.299003 -1.405240 0.49 -1.35 -0.02
H 1.666014 0.730426 1.162407 -1.39 -0.06 -1.99
H -1.412126 0.910295 1.184164 -1.35 -0.13 1.81
H 1.451956 -1.311824 -1.086511 -1.31 2.10 3.19
H 1.440158 -1.387534 0.744863 0.24 0.00 -0.54
H -1.849193 -1.350747 0.533421 0.64 0.65 -0.44
H -1.086753 -1.153112 -1.015280 0.06 1.54 1.82
```
Positions in Å, forces in eV/Å.

---

No. 8
An isolated ion of composition CH8N4P and charge +1 in a non-equilibrium geometry, computed with wB97M-V/def2-TZVPD.

Computed properties:
- Kohn-Sham gap: 9.9148 eV
- SMILES string: [H]/N=C(\N)[NH2+]PN
- Calculated total energy: -603.006859 Ha
- Total charge: +1

Geometry as XYZ:
```
14
Properties=species:S:1:pos:R:3:forces:R:3
H -2.119372 -2.359549 -0.777149 0.20 -0.23 -0.14
N -1.408205 -1.681087 -1.026240 -2.32 -0.28 -2.13
C -0.666443 -1.309623 -0.154397 3.86 1.37 3.04
N -0.311519 -1.724408 1.084542 -0.16 -0.34 0.75
N 0.306281 -0.088087 -0.515571 -1.89 -1.16 0.41
P 1.066413 1.369170 0.798822 -0.88 -2.88 0.23
N 0.367417 2.581111 0.002132 2.92 1.45 -1.72
H 0.335490 -1.212786 1.655940 0.00 0.25 -0.19
H -0.741112 -2.488747 1.588860 -0.24 0.04 -0.56
H 0.907991 -0.484816 -1.221316 0.70 -0.10 -0.18
H -0.400488 0.394029 -1.061642 0.21 0.74 -0.29
H 2.295180 1.018067 0.153554 -0.14 1.17 -0.14
H -0.583972 2.810723 0.095329 -1.05 0.60 0.49
H 0.952340 3.176002 -0.622863 -1.20 -0.65 0.42
```
Positions in Å, forces in eV/Å.

---

No. 9
A 2-piece molecular cluster, CH8N5O overall in a non-equilibrium geometry, computed with wB97M-V/def2-TZVPD.

Computed properties:
- Kohn-Sham gap (alpha / beta): 7.1336 / 5.9242 eV
- Multiplicity: 3
- Calculated total energy: -391.349139 Ha
- Total charge: +1

Geometry as XYZ:
```
15
Properties=species:S:1:pos:R:3:forces:R:3
C -1.552286 -0.127243 -0.017741 -1.92 -0.50 3.04
N -0.537430 0.620000 -0.339254 -3.14 -1.56 0.71
N -2.844999 0.111931 -0.360170 0.23 0.34 -3.18
N 1.540320 -1.778914 -0.448206 -1.13 -1.79 1.83
N 0.863029 2.655633 0.367417 1.01 2.05 0.32
N 0.450934 0.838853 -1.040286 -0.75 -0.79 -0.93
O 1.226338 1.792116 -0.768825 3.23 3.12 -0.22
H -1.523334 -0.850942 0.941428 0.24 1.42 -2.07
H -3.666262 -0.313989 0.085510 0.96 -0.26 0.17
H -3.138006 0.505867 -1.347255 1.22 -0.45 2.64
H 2.410930 -2.147960 -0.820926 -0.12 0.11 -0.38
H 1.484184 -2.307482 0.501970 -0.01 1.30 -2.01
H 0.521029 3.658605 0.048530 0.58 -2.66 -0.23
H 1.859490 2.901284 0.673162 -1.67 -0.66 -0.22
H 0.748638 -2.186409 -1.006335 1.27 0.32 0.53
```
Positions in Å, forces in eV/Å.

---

No. 10
A 2-piece molecular cluster, CH8NO overall in a non-equilibrium geometry, computed with wB97M-V/def2-TZVPD.

Computed properties:
- Kohn-Sham gap (alpha / beta): 14.1013 / 6.8771 eV
- Multiplicity: 2
- Calculated total energy: -172.039128 Ha
- Total charge: +2

Geometry as XYZ:
```
11
Properties=species:S:1:pos:R:3:forces:R:3
C -0.513775 -0.618859 0.354077 1.11 0.37 1.12
N -0.734737 -0.125185 1.761425 -1.10 0.43 1.16
H -0.656998 0.204445 -0.336010 -0.72 -0.04 0.09
H 0.555168 -0.852983 0.345584 -0.28 -0.57 -0.24
H -1.163486 -1.470820 0.197625 0.09 -0.04 -0.31
H -1.724290 0.054040 1.988202 -0.05 -0.03 -0.46
H -0.276617 0.754207 2.020543 0.25 -0.06 -0.34
H -0.477345 -0.781087 2.511624 0.34 -0.31 -0.46
H 0.937857 1.379759 -1.549737 -0.16 -0.10 0.01
H 1.872597 0.953932 -2.740909 -0.03 -0.52 -0.23
O 1.175881 0.574350 -2.104386 0.55 0.86 -0.33
```
Positions in Å, forces in eV/Å.